{"formula": "C33H25BaF6N3O3S", "method": "wB97M-V/def2-TZVPD", "total_charge": -2, "total_energy_ha": -2685.60986, "species": ["Ba", "O", "C", "C", "C", "C", "C", "C", "C", "N", "C", "C", "N", "C", "C", "C", "C", "C", "C", "C", "O", "H", "H", "H", "H", "H", "H", "H", "H", "H", "H", "H", "H", "H", "H", "S", "C", "C", "C", "C", "C", "C", "N", "C", "C", "C", "C", "C", "C", "C", "H", "H", "H", "H", "H", "H", "H", "H", "C", "C", "O", "C", "F", "F", "F", "C", "F", "F", "F", "H", "H", "H"], "xyz": [[-0.023, 1.561, 0.202], [1.461, 1.581, -1.764], [2.206, 0.880, -2.565], [3.065, 1.513, -3.495], [3.834, 0.794, -4.391], [3.783, -0.594, -4.405], [2.959, -1.241, -3.487], [2.195, -0.553, -2.557], [1.305, -1.263, -1.543], [1.322, -0.913, 0.858], [1.787, -1.126, 2.210], [0.621, -1.192, 3.207], [-0.309, -0.059, 3.294], [0.094, 1.099, 3.624], [1.468, 1.542, 3.973], [2.126, 1.161, 5.130], [3.417, 1.609, 5.395], [4.034, 2.444, 4.464], [3.393, 2.835, 3.301], [2.079, 2.397, 3.008], [1.444, 2.673, 1.922], [3.082, 2.597, -3.487], [4.475, 1.322, -5.091], [4.371, -1.167, -5.113], [2.917, -2.322, -3.498], [0.419, -0.640, -1.442], [2.323, -2.079, 2.315], [2.485, -0.330, 2.490], [0.021, -2.059, 2.925], [1.043, -1.404, 4.196], [-0.676, 1.877, 3.622], [1.623, 0.504, 5.834], [3.931, 1.312, 6.300], [5.045, 2.791, 4.651], [3.890, 3.469, 2.576], [-1.504, -4.146, -2.655], [-3.017, -3.288, -2.682], [-4.286, -3.749, -2.992], [-5.354, -2.863, -2.922], [-5.139, -1.536, -2.548], [-3.870, -1.073, -2.242], [-2.784, -1.950, -2.305], [-1.485, -1.619, -2.030], [-0.665, -2.634, -2.173], [0.741, -2.608, -1.956], [1.475, -3.786, -2.089], [2.761, -4.069, -1.668], [3.529, -3.288, -0.766], [3.169, -2.185, -0.050], [1.925, -1.441, -0.152], [-4.444, -4.782, -3.280], [-6.355, -3.205, -3.155], [-5.980, -0.855, -2.494], [-3.698, -0.044, -1.951], [0.966, -4.606, -2.596], [3.193, -5.011, -1.986], [4.519, -3.680, -0.545], [3.873, -1.826, 0.692], [-4.621, 1.973, 0.595], [-3.501, 3.015, 0.767], [-2.275, 2.510, 0.571], [-3.766, 4.169, -0.236], [-3.619, 3.724, -1.499], [-5.023, 4.682, -0.162], [-2.922, 5.204, -0.082], [-3.589, 3.581, 2.212], [-4.741, 4.261, 2.467], [-2.581, 4.414, 2.504], [-3.543, 2.574, 3.107], [-4.641, 1.664, -0.449], [-5.605, 2.345, 0.884], [-4.354, 1.111, 1.203]]}

=====

{"formula": "C33H25F12N3O6Pt", "method": "wB97M-V/def2-TZVPD", "total_charge": -2, "total_energy_ha": -3206.13777, "species": ["Pt", "C", "C", "C", "C", "C", "N", "C", "C", "C", "C", "C", "C", "C", "C", "O", "C", "F", "F", "F", "C", "F", "F", "F", "C", "C", "C", "O", "C", "F", "F", "F", "C", "F", "F", "F", "H", "H", "H", "H", "H", "H", "H", "H", "H", "H", "H", "H", "O", "C", "O", "C", "N", "C", "C", "C", "H", "H", "H", "H", "H", "H", "H", "H", "H", "O", "C", "N", "C", "O", "C", "C", "C", "C", "C", "C", "H", "H", "H", "H"], "xyz": [[0.067, -0.238, 0.283], [4.277, -4.295, -3.135], [3.671, -3.422, -2.068], [4.340, -2.315, -1.562], [3.740, -1.496, -0.628], [2.444, -1.736, -0.148], [1.868, -0.868, 0.776], [2.664, -0.245, 1.710], [3.573, -1.044, 2.435], [4.399, -0.527, 3.406], [4.352, 0.829, 3.724], [5.223, 1.420, 4.803], [3.456, 1.618, 3.023], [2.603, 1.128, 2.031], [1.736, 2.100, 1.195], [0.522, 1.662, 0.772], [1.370, 3.387, 2.015], [2.401, 4.257, 2.203], [0.917, 3.065, 3.238], [0.410, 4.099, 1.420], [2.619, 2.543, -0.009], [2.066, 3.576, -0.674], [2.780, 1.542, -0.874], [3.858, 2.954, 0.351], [1.755, -2.863, -0.652], [2.390, -3.670, -1.593], [0.329, -3.165, -0.150], [-0.527, -2.108, -0.138], [-0.393, -4.219, -1.048], [-1.686, -4.340, -0.733], [0.134, -5.474, -0.945], [-0.343, -3.886, -2.340], [0.439, -3.816, 1.282], [0.716, -2.925, 2.233], [-0.700, -4.431, 1.661], [1.412, -4.761, 1.342], [5.367, -4.241, -3.117], [3.946, -3.988, -4.131], [3.987, -5.340, -3.003], [5.334, -2.071, -1.923], [4.265, -0.621, -0.264], [3.596, -2.103, 2.207], [5.080, -1.186, 3.936], [6.073, 0.770, 5.020], [4.671, 1.562, 5.738], [5.614, 2.396, 4.507], [3.446, 2.675, 3.249], [1.881, -4.540, -1.981], [-3.893, 0.459, -1.032], [-2.663, 0.461, -1.101], [-1.883, 0.327, -0.111], [-2.150, 0.751, -2.545], [-0.695, 0.582, -2.783], [-0.160, 3.105, -3.179], [-1.452, 3.147, -2.344], [-2.532, 2.202, -2.873], [-2.673, 0.044, -3.186], [0.574, -0.964, -2.984], [-0.220, 0.635, -1.864], [-0.175, 3.899, -3.931], [0.709, 3.290, -2.557], [-1.832, 4.170, -2.311], [-1.227, 2.874, -1.308], [-2.666, 2.341, -3.947], [-3.491, 2.388, -2.396], [-0.359, -2.026, -5.106], [-0.576, -0.938, -4.620], [-0.377, -0.727, -3.252], [0.142, 1.801, -3.922], [1.333, 1.427, -4.057], [-0.709, 1.513, -5.163], [-1.007, 2.506, -6.092], [-1.668, 2.202, -7.271], [-2.035, 0.890, -7.553], [-1.710, -0.110, -6.654], [-1.052, 0.199, -5.468], [-0.723, 3.531, -5.891], [-1.900, 2.993, -7.975], [-2.556, 0.652, -8.473], [-1.942, -1.148, -6.854]]}

=====

Number 1: frontier orbital gap 5.54 eV, highest occupied orbital energy -0.052 hartree, LUMO 4.1397 eV. Number 2: frontier orbital gap 6.15 eV, highest occupied orbital energy -0.066 hartree, LUMO 4.3644 eV.